No. 1
3
Properties=species:S:1:pos:R:3:forces:R:3 method="wB97M-V/def2-TZVPD" e_above_lowest_kcal_mol=3.1 homo_energy_ev=-13.012 energy_ha=-188.61704 fmax_ha_per_bohr=0.0841 total_charge=0 lumo_ev=0.4 gap_ev=13.46 spin_multiplicity=1
O -0.777 -0.644 -0.516 -2.1 -2.5 -2.2
C 0.061 -0.041 -0.065 1.4 2.9 2.9
O 0.731 0.674 0.565 0.7 -0.4 -0.7

***

No. 2
96
Properties=species:S:1:pos:R:3:forces:R:3 method="wB97M-V/def2-TZVPD" homo_energy_ev="-13.068 / -13.068" energy_ha=-3753.22607 fmax_ha_per_bohr=0.0195 total_charge=+2 lumo_ev="-5.4 / -5.1" gap_ev="7.65 / 7.96" spin_multiplicity=4
Cr 0.418 -1.094 0.007 -0.4 0.9 0.0
C -2.987 0.192 2.919 -0.1 0.0 0.0
N -1.863 -0.103 2.022 0.2 -0.1 0.0
P -0.462 0.858 1.769 -0.2 0.1 0.1
C -1.165 2.535 1.795 0.2 0.1 -0.2
C -1.290 3.249 2.985 0.1 0.0 0.0
C -1.860 4.514 2.984 0.0 0.0 0.0
C -2.301 5.081 1.797 0.0 0.0 0.0
C -2.172 4.384 0.602 0.0 0.0 0.0
C -1.604 3.121 0.605 0.0 -0.1 0.0
C 0.608 0.830 3.223 0.0 0.0 0.0
C 1.913 1.272 3.004 0.0 0.0 0.0
C 2.823 1.325 4.047 0.0 0.0 0.0
C 2.442 0.909 5.317 0.0 0.0 0.0
C 1.151 0.450 5.538 0.0 0.0 0.0
C 0.232 0.417 4.497 0.0 -0.1 0.0
P -1.557 -1.659 1.453 -0.1 -0.2 -0.1
C -1.521 -2.807 2.842 0.0 0.1 0.1
C -2.680 -3.439 3.299 0.0 0.0 0.0
C -2.635 -4.229 4.436 0.0 0.0 0.0
C -1.438 -4.389 5.123 0.0 0.0 0.0
C -0.286 -3.755 4.681 0.0 0.0 0.0
C -0.322 -2.963 3.543 0.0 -0.1 0.0
C -2.983 -2.158 0.452 0.0 0.1 0.0
C -3.855 -1.217 -0.093 0.0 0.0 0.0
C -4.821 -1.606 -1.013 0.0 -0.1 0.0
C -4.922 -2.937 -1.396 0.0 0.1 0.0
C -4.063 -3.883 -0.847 0.0 0.0 0.0
C -3.097 -3.498 0.072 -0.1 0.0 0.0
H -2.763 -0.023 3.965 0.0 0.0 0.0
H -3.842 -0.419 2.628 0.0 0.0 0.0
H -3.264 1.240 2.819 0.0 0.0 0.0
H -0.927 2.819 3.911 0.0 0.1 0.0
H -1.955 5.062 3.913 0.0 0.0 0.0
H -2.739 6.070 1.801 0.0 0.0 0.0
H -2.509 4.829 -0.325 0.0 0.0 0.0
H -1.506 2.589 -0.336 0.0 0.0 0.0
H 2.222 1.573 2.007 0.0 0.0 0.0
H 3.830 1.681 3.870 0.0 0.0 0.0
H 3.152 0.942 6.133 0.0 0.0 0.0
H 0.854 0.122 6.526 0.0 0.0 0.0
H -0.771 0.057 4.692 0.0 0.0 0.0
H -3.619 -3.314 2.774 0.0 0.0 0.0
H -3.533 -4.718 4.788 0.0 0.0 0.0
H -1.405 -5.011 6.009 0.0 0.0 0.0
H 0.644 -3.880 5.220 0.0 0.0 0.0
H 0.570 -2.463 3.194 0.0 0.0 0.0
H -3.801 -0.178 0.220 0.0 0.0 0.0
H -5.507 -0.872 -1.417 0.0 0.0 0.0
H -5.679 -3.242 -2.106 0.0 0.0 0.0
H -4.156 -4.925 -1.126 0.0 0.0 0.0
H -2.447 -4.246 0.514 0.0 0.0 0.0
N -0.891 -0.042 -1.364 -0.1 -0.2 -0.1
C -0.821 -0.699 -2.688 0.0 -0.1 0.0
C -0.981 -2.186 -2.446 0.0 0.1 0.1
N 0.013 -2.605 -1.411 0.2 -0.1 0.0
H -1.852 -0.098 -1.028 0.0 0.1 0.0
H -0.665 0.943 -1.437 0.0 0.1 0.0
H 0.154 -0.481 -3.124 0.0 0.0 0.0
H -1.592 -0.342 -3.371 0.0 0.0 0.0
H -0.846 -2.756 -3.363 0.0 0.0 0.0
H -1.978 -2.396 -2.058 0.0 0.0 0.0
H 0.889 -2.826 -1.881 0.0 0.0 0.0
H -0.293 -3.472 -0.976 0.0 0.0 0.0
C 1.829 2.085 -1.149 0.0 0.0 0.0
C 2.463 0.781 -1.484 0.1 -0.1 0.0
N 2.055 -0.431 -1.120 -0.1 0.1 -0.1
C 3.004 -1.323 -1.589 0.0 0.0 0.0
C 3.977 -0.644 -2.241 0.0 0.0 0.0
N 3.617 0.681 -2.172 0.0 0.0 0.0
C 4.433 1.820 -2.654 0.0 0.0 0.0
N 5.428 1.386 -3.560 0.0 0.0 0.1
N 6.644 0.985 -3.062 0.0 0.0 -0.1
N 7.341 0.511 -4.008 -0.1 0.0 0.0
C 6.607 0.567 -5.182 -0.1 0.0 0.0
C 6.942 0.174 -6.480 0.0 0.0 0.0
C 5.985 0.352 -7.452 0.1 0.0 0.0
C 4.727 0.910 -7.155 0.0 0.0 0.0
C 4.383 1.306 -5.880 0.0 0.0 0.0
C 5.359 1.120 -4.900 0.1 -0.1 0.0
H 1.017 1.931 -0.442 0.0 0.0 0.0
H 1.454 2.601 -2.036 0.0 0.0 0.0
H 2.551 2.748 -0.667 0.0 0.0 0.0
H 2.962 -2.379 -1.381 0.0 0.0 0.0
H 4.883 -0.973 -2.719 0.0 0.0 0.0
H 4.933 2.281 -1.803 0.0 0.0 0.0
H 3.774 2.542 -3.133 0.0 0.0 0.0
H 7.915 -0.245 -6.696 0.0 0.0 0.0
H 6.198 0.067 -8.473 0.0 0.0 0.0
H 4.013 1.039 -7.958 0.0 0.0 0.0
H 3.419 1.749 -5.668 0.0 0.0 0.0
C 2.853 -1.700 1.705 -0.1 -0.1 -0.1
O 1.494 -1.561 1.353 0.3 -0.5 0.3
H 3.515 -1.181 1.007 0.0 0.0 0.0
H 3.137 -2.756 1.726 0.0 0.0 0.0
H 3.014 -1.284 2.701 0.0 0.0 0.0

***

No. 3
49
Properties=species:S:1:pos:R:3:forces:R:3 method="wB97M-V/def2-TZVPD" homo_energy_ev=-4.215 energy_ha=-4557.05534 fmax_ha_per_bohr=0.0285 total_charge=-1 lumo_ev=2.0 gap_ev=6.20 spin_multiplicity=1
S 5.751 -3.305 -3.228 0.0 -0.1 -0.2
P 5.422 -1.792 -4.489 -0.3 -0.8 1.2
P 3.337 -0.891 -4.185 -0.6 -0.7 -0.7
O 4.033 0.602 -3.586 -0.3 0.2 -0.2
C 3.150 1.304 -2.747 0.6 -0.6 0.7
C 1.860 0.459 -2.675 0.0 -0.1 0.8
C 0.615 1.171 -2.210 1.1 -0.2 -0.8
C 0.670 1.947 -1.055 -1.2 0.1 -0.9
C -0.530 2.559 -0.695 0.8 -0.1 0.0
C -1.646 2.340 -1.474 -0.8 0.6 0.2
N -1.705 1.616 -2.584 0.4 -0.3 0.0
C -0.553 1.037 -2.945 -0.4 0.2 0.2
O 1.754 -0.237 -3.873 0.1 0.1 0.2
H 5.612 -2.225 -5.820 0.2 0.4 -0.1
H 6.415 -0.841 -4.185 0.0 0.2 -0.7
H 3.428 -1.538 -2.908 0.1 0.5 0.2
H 2.766 -2.148 -4.650 0.3 0.0 -0.3
H 3.371 -0.418 -5.543 0.0 0.4 0.2
H 3.026 2.356 -3.030 -0.2 -0.1 -0.3
H 3.585 1.276 -1.735 -0.1 0.4 0.0
H 2.054 -0.256 -1.853 0.0 -0.1 -0.2
H 1.585 2.052 -0.492 0.0 0.1 -0.1
H -0.603 3.163 0.198 -0.1 0.1 -0.1
H -2.576 2.799 -1.148 0.1 0.1 -0.2
H -0.556 0.431 -3.841 0.1 0.0 0.0
Cl 0.677 1.509 1.770 0.1 -0.2 0.8
C 0.720 1.555 3.551 0.0 0.1 0.0
C 1.710 0.577 4.129 0.0 0.0 0.1
Cl 1.174 -1.099 3.857 0.2 -0.1 -0.1
H -0.285 1.344 3.912 0.0 0.0 0.0
H 0.987 2.571 3.838 0.1 0.0 0.0
H 1.785 0.723 5.206 -0.1 0.0 0.0
H 2.699 0.692 3.694 0.0 0.0 -0.1
Cl -3.684 -4.254 5.925 0.0 0.0 0.0
C -3.488 -3.286 4.437 0.0 0.0 -0.1
C -2.114 -2.680 4.326 0.1 0.0 -0.2
Cl -1.834 -1.411 5.543 -0.2 0.0 0.2
H -4.259 -2.521 4.433 0.0 0.0 0.1
H -3.659 -3.957 3.597 0.0 0.0 0.0
H -2.001 -2.212 3.349 0.0 0.0 0.0
H -1.335 -3.430 4.442 0.0 0.0 0.1
Cl -5.301 -0.552 2.256 0.0 0.0 0.0
C -5.324 0.183 0.626 0.0 0.0 -0.1
C -4.027 0.867 0.288 0.1 0.0 0.0
Cl -3.759 2.331 1.275 -0.1 -0.1 0.1
H -6.161 0.875 0.586 0.0 0.0 0.1
H -5.503 -0.623 -0.083 0.0 0.0 0.0
H -4.036 1.181 -0.754 0.0 0.0 0.0
H -3.175 0.208 0.437 0.0 0.0 0.0

***

No. 4
77
Properties=species:S:1:pos:R:3:forces:R:3 method="wB97M-V/def2-TZVPD" e_above_lowest_kcal_mol=112.5 homo_energy_ev=-5.696 energy_ha=-2537.71125 fmax_ha_per_bohr=0.1289 total_charge=-1 lumo_ev=2.0 gap_ev=7.71 spin_multiplicity=1
O 0.103 -0.755 0.360 -0.5 -0.4 0.1
H -0.752 -1.226 0.311 0.6 0.6 0.2
C -0.069 -1.903 4.721 1.1 0.9 -2.3
C 0.391 -0.565 3.854 -1.2 -2.2 2.5
C -0.598 0.631 3.861 2.0 -1.5 -1.0
O 0.279 1.676 4.315 0.6 0.6 0.9
C 1.530 1.181 4.815 -0.9 1.7 0.3
O 2.410 1.847 5.319 -2.1 -1.1 -1.2
O 1.500 -0.120 4.669 0.8 -0.4 -0.3
H -0.588 -2.637 4.106 -0.5 0.3 -0.1
H -0.590 -1.736 5.664 0.0 0.5 -0.2
H 0.874 -2.416 4.909 0.1 0.1 0.3
H 0.762 -0.780 2.852 -0.3 -0.3 0.0
H -1.501 0.349 4.402 0.2 0.9 0.8
H -0.866 0.780 2.815 0.0 0.5 0.0
C -0.010 -1.338 -3.306 -2.1 2.3 0.4
C 0.250 0.127 -2.727 1.5 -2.9 3.0
C 1.756 0.532 -2.697 0.2 -4.0 1.4
O 1.832 1.588 -3.527 4.3 0.8 1.0
C 0.707 1.889 -3.964 -4.3 2.7 -4.3
O 0.550 2.754 -4.787 -0.5 -0.3 0.5
O -0.291 1.062 -3.539 -0.5 1.9 -1.9
H 0.065 -2.269 -2.743 1.9 0.3 -0.1
H 0.194 -1.188 -4.366 0.7 -1.1 0.0
H -1.094 -1.453 -3.316 -0.6 0.7 -0.3
H -0.130 0.309 -1.721 -0.2 -0.8 0.2
H 2.324 -0.293 -3.126 0.3 -0.1 -0.1
H 2.209 0.692 -1.719 -0.4 0.5 0.1
C -2.192 -4.245 0.125 -1.1 0.2 0.9
C -1.130 -3.609 -0.764 -1.9 -1.3 2.1
C 0.220 -4.086 -0.416 3.0 0.7 -0.6
O 0.682 -4.796 -1.617 0.0 0.0 0.7
C -0.322 -4.850 -2.484 -0.6 -1.2 -1.5
O -0.362 -5.483 -3.519 0.4 1.0 1.4
O -1.370 -4.138 -2.030 -0.3 0.3 -1.7
H -3.177 -3.920 -0.211 -0.1 0.1 0.0
H -2.132 -4.015 1.189 0.3 0.8 0.0
H -2.262 -5.331 0.197 0.6 -0.2 -0.9
H -1.210 -2.524 -0.699 0.1 -0.1 -0.6
H 0.415 -4.696 0.466 -0.6 -0.3 -0.2
H 0.857 -3.207 -0.315 0.2 0.0 0.1
C -3.040 0.333 -2.286 -0.7 0.1 0.2
C -3.769 1.629 -2.559 -2.3 -1.6 0.2
C -4.094 2.491 -1.314 0.6 -1.0 0.1
O -3.295 3.643 -1.486 1.3 0.4 -2.2
C -2.597 3.530 -2.743 1.8 -0.8 -0.4
O -1.639 4.149 -3.144 -2.9 -0.5 1.5
O -3.052 2.394 -3.426 1.3 3.5 0.4
H -2.580 0.001 -3.217 0.2 0.1 0.3
H -3.823 -0.389 -2.055 0.2 -0.3 0.4
H -2.358 0.461 -1.446 0.3 -0.4 -0.2
H -4.680 1.361 -3.095 -0.3 0.0 0.1
H -3.742 1.909 -0.462 0.2 0.3 0.3
H -5.133 2.725 -1.082 -0.1 0.3 -0.6
C 3.081 -2.025 1.778 0.2 -0.9 0.6
C 3.276 -0.975 0.721 -3.3 0.3 0.5
C 2.682 0.385 1.242 -1.9 -2.2 -1.5
O 3.694 1.245 1.048 3.3 2.9 -0.7
C 4.783 0.672 0.457 1.5 2.3 0.8
O 5.806 1.263 0.126 -2.6 -1.6 0.6
O 4.571 -0.627 0.447 2.8 -1.3 -0.9
H 3.206 -1.485 2.717 0.4 -0.6 0.4
H 3.660 -2.945 1.713 1.0 0.4 -0.1
H 2.113 -2.521 1.844 -0.6 1.0 -0.5
H 2.759 -1.183 -0.215 0.0 -0.4 0.0
H 2.354 0.370 2.281 0.0 0.1 -0.2
H 1.910 0.612 0.507 -0.7 0.1 0.9
C 0.340 2.862 0.112 -1.3 0.4 0.2
S 1.077 4.335 0.964 -1.0 0.2 -0.7
O 1.253 5.223 -0.218 0.5 0.4 0.2
C -0.405 5.108 1.847 0.4 -0.9 -0.4
H -0.514 3.214 -0.466 -0.2 0.6 0.2
H -0.057 2.056 0.728 0.6 -0.2 0.2
H 0.982 2.521 -0.700 0.7 0.0 0.6
H -0.643 4.508 2.725 -0.2 -0.1 -0.1
H -1.221 5.190 1.128 0.0 -0.3 0.0
H -0.170 6.122 2.173 0.6 -0.2 -0.1

***

No. 5
82
Properties=species:S:1:pos:R:3:forces:R:3 method="wB97M-V/def2-TZVPD" e_above_lowest_kcal_mol=20.8 homo_energy_ev="-17.406 / -17.406" energy_ha=-2759.17049 fmax_ha_per_bohr=0.0496 total_charge=+4 lumo_ev="-13.2 / -13.2" gap_ev="4.18 / 4.18" spin_multiplicity=1
Mo -0.204 -0.022 -0.261 2.4 0.8 0.3
C -4.650 4.669 1.614 -0.1 0.1 -0.1
C -4.982 4.673 0.261 -0.1 0.1 0.1
C -4.282 3.897 -0.665 0.2 -0.2 -0.2
C -3.237 3.133 -0.178 -0.1 0.1 0.3
C -2.366 2.175 -0.804 0.3 -0.1 0.0
N -2.512 1.817 -2.052 -0.1 0.2 -0.4
C -2.135 0.673 -2.532 0.0 0.0 0.6
C -2.418 0.253 -3.884 -0.1 -0.4 -0.3
C -3.068 0.888 -4.927 0.1 0.1 0.2
C -3.297 0.140 -6.082 0.0 -0.1 -0.1
C -2.885 -1.187 -6.181 -0.1 0.1 -0.1
C -2.230 -1.827 -5.128 0.2 -0.1 0.3
C -2.007 -1.086 -3.981 -0.3 0.3 -0.2
C -1.463 -1.442 -2.692 0.0 0.0 0.6
N -1.051 -2.633 -2.394 -0.1 -0.3 -0.4
C -0.559 -2.986 -1.239 0.3 0.3 0.0
N -0.015 -2.120 -0.293 -0.7 0.0 -0.1
C 0.206 -2.939 0.818 0.0 0.4 0.1
N 0.466 -2.527 2.028 0.3 -0.3 0.3
C 0.151 -1.355 2.491 -0.5 0.0 -0.3
N -0.492 -0.338 1.763 0.1 0.1 0.4
C -0.805 0.638 2.723 -0.1 -0.3 -0.3
N -1.456 1.740 2.498 -0.1 0.4 0.4
C -1.865 2.146 1.333 0.4 -0.3 0.1
N -1.439 1.645 0.090 -0.5 -0.4 -0.1
C -2.913 3.116 1.185 -0.2 0.2 -0.3
C -3.612 3.876 2.106 0.3 -0.2 0.1
C -0.397 0.222 4.041 0.3 -0.2 0.0
C -0.557 0.815 5.281 -0.1 0.1 -0.2
C -0.064 0.117 6.383 0.1 -0.2 0.1
C 0.562 -1.119 6.237 -0.1 0.1 0.1
C 0.726 -1.711 4.984 0.0 -0.1 -0.3
C 0.237 -1.018 3.893 -0.1 0.4 0.2
C -0.028 -4.324 0.518 -0.1 -0.2 -0.3
C 0.066 -5.472 1.284 0.1 0.3 0.1
C -0.381 -6.661 0.704 -0.1 -0.1 -0.1
C -0.911 -6.685 -0.584 0.0 -0.1 0.1
C -1.009 -5.523 -1.354 0.0 0.3 -0.2
C -0.549 -4.352 -0.784 0.1 -0.2 0.3
N -1.513 -0.354 -1.802 -0.5 -0.1 -0.7
H -5.216 5.287 2.299 0.0 0.0 0.0
H -5.808 5.284 -0.077 0.0 0.0 0.0
H -4.545 3.889 -1.714 0.0 0.0 0.0
H -3.389 1.919 -4.852 0.0 0.0 0.0
H -3.819 0.594 -6.914 0.0 0.0 0.0
H -3.087 -1.737 -7.091 0.0 0.0 0.0
H -1.920 -2.861 -5.201 0.0 0.0 0.0
H -3.362 3.852 3.158 0.0 0.0 0.0
H -1.051 1.771 5.389 0.0 0.0 0.0
H -0.183 0.534 7.374 0.0 0.0 0.0
H 0.915 -1.641 7.117 0.0 0.0 0.0
H 1.215 -2.670 4.869 0.0 0.0 0.0
H 0.471 -5.447 2.287 0.0 0.0 0.0
H -0.326 -7.581 1.271 0.0 0.0 0.0
H -1.259 -7.624 -0.991 0.0 0.0 0.0
H -1.436 -5.539 -2.348 0.0 0.0 0.0
N 3.923 1.631 -0.170 -0.2 0.0 -0.2
C 4.522 1.802 1.094 0.2 0.0 0.6
C 5.831 2.240 1.206 -0.1 -0.1 -0.2
C 6.408 2.338 2.464 0.0 0.0 0.1
C 5.687 1.975 3.592 0.0 0.0 0.0
C 4.371 1.533 3.477 0.0 0.0 0.0
C 3.797 1.472 2.223 -0.1 -0.1 -0.4
S 2.079 1.091 2.073 -0.4 0.0 0.4
N 1.808 0.725 0.393 -0.5 -0.3 -0.3
C 2.761 1.075 -0.461 0.1 0.1 0.0
C 2.471 0.836 -1.878 0.2 0.0 -0.4
C 3.430 0.960 -2.869 0.0 0.0 0.1
C 3.069 0.813 -4.200 -0.1 0.0 0.0
C 1.743 0.545 -4.475 0.2 0.0 0.0
C 0.859 0.389 -3.422 -0.1 0.0 -0.1
N 1.193 0.510 -2.131 -0.3 -0.1 0.2
H 4.509 1.910 -0.941 0.0 0.0 -0.1
H 6.402 2.501 0.322 0.0 0.0 0.0
H 7.425 2.692 2.562 0.0 0.0 0.0
H 6.143 2.041 4.570 0.0 0.0 0.0
H 3.804 1.261 4.358 0.0 0.0 0.0
H 4.468 1.152 -2.639 0.0 0.0 0.0
H 3.804 0.913 -4.988 0.0 0.0 0.0
H 1.396 0.446 -5.494 -0.1 0.0 0.0
H -0.163 0.167 -3.660 0.2 0.1 0.0